No. 1
Entry from OMol25: a cluster of 5 separate species, C3H16O4S in total at a distorted geometry (the ωB97M-V functional and the def2-TZVPD basis).

Geometry as XYZ:
```
24
C3H16O4S (the ωB97M-V functional and the def2-TZVPD basis)
C -0.53 2.63 -0.38
C 0.92 2.58 -0.73
S 1.84 2.17 0.80
C 1.75 0.32 0.59
H -1.04 1.67 -0.24
H -0.66 3.16 0.61
H -1.07 3.10 -1.27
H 0.95 1.83 -1.48
H 1.15 3.62 -1.08
H 0.82 0.26 0.07
H 2.07 -0.05 1.63
H 2.66 -0.16 -0.18
O -1.48 -3.13 -1.66
H -0.85 -3.17 -0.80
H -0.75 -3.14 -2.37
O -0.79 0.08 1.91
H -0.25 -0.49 2.47
H -1.21 0.70 2.54
O 0.85 -3.25 0.24
H 1.02 -2.28 0.11
H 1.67 -3.66 0.03
O -2.56 -0.65 -0.34
H -1.77 -0.61 0.23
H -2.74 -1.55 -0.70
```

Values from the calculation:
net charge	0
SMILES	CCSC.O.O.O.O
DFT total energy	-822.96876	Eh
energy relative to the best compared isomer or geometry (same formula, charge and spin)	242.0	kJ/mol
HOMO-LUMO gap	8.7	eV
HOMO	-8.534	eV
F_max	4.578	eV/A
2S+1	1

No. 2
Entry from OMol25: a structure of composition CHN3O3S at a distorted geometry (the ωB97M-V functional and the def2-TZVPD basis).

Geometry as XYZ:
```
9
CHN3O3S (the ωB97M-V functional and the def2-TZVPD basis)
C -1.38 0.51 -1.20
N -0.80 1.25 -0.44
N 0.84 -0.56 -1.10
N 0.29 -0.01 1.61
O -0.71 -0.64 1.58
O 1.06 0.24 2.51
O -1.79 -0.32 -1.85
S 0.77 0.62 -0.17
H 1.72 -1.09 -0.93
```

Values from the calculation:
net charge	0
DFT total energy	-826.70854	Eh
energy relative to the best compared isomer or geometry (same formula, charge and spin)	545.1	kJ/mol
HOMO-LUMO gap	9.4	eV
HOMO	-9.676	eV
F_max	2.849	eV/A
2S+1	1

No. 3
Entry from OMol25: an isolated molecule of C4H7NO (the ωB97M-V functional and the def2-TZVPD basis).

Geometry as XYZ:
```
13
C4H7NO (the ωB97M-V functional and the def2-TZVPD basis)
C -1.59 -0.36 0.34
C -0.36 -0.25 -0.54
C 0.60 0.90 -0.20
C 1.78 0.11 0.27
O 2.89 0.39 0.73
N 1.65 -1.19 0.17
H -2.18 -1.25 0.10
H -1.30 -0.42 1.39
H -2.23 0.52 0.21
H -0.60 -0.29 -1.61
H 0.86 1.53 -1.05
H 0.22 1.55 0.60
H 0.24 -1.24 -0.41
```

Values from the calculation:
net charge	0
DFT total energy	-286.47206	Eh
energy relative to the best compared isomer or geometry (same formula, charge and spin)	419.0	kJ/mol
HOMO-LUMO gap	8.6	eV
HOMO	-10.055	eV
F_max	0.335	eV/A
2S+1	1